Formula: C5H8NO3
Source: the OMol25 dataset
Level of theory: ωB97M-V/def2-TZVPD

Element x y z (Å)
C: 0.02189 1.38989 0.79713
C: 0.14852 0.06009 0.70374
C: 0.25653 2.14440 2.11278
C: 0.02008 -0.61706 -0.70416
C: 0.32197 -0.86671 1.82392
N: -1.55209 2.50047 -2.66647
O: 1.37376 1.99059 2.66907
O: -0.79620 2.75783 2.44503
O: -0.63751 2.76006 -1.85854
H: 0.16799 -1.74422 -0.62860
H: 0.90408 -0.29575 -1.42313
H: -1.11349 -0.55569 -1.03405
H: 0.96401 -0.36209 2.54740
H: 0.98828 -1.75119 1.59665
H: -0.65639 -1.17674 2.42265
H: -1.11035 1.80610 -3.32149
H: -0.09067 2.08730 -0.04094

Results
E_tot: -12944.27570 eV
orbital gap: 0.210 hartree
lowest unoccupied orbital energy: 1.93 eV
highest occupied orbital energy: -3.772 eV
total charge: -1
multiplicity: 1